Arrangement w

# C5H6

A cluster of 2 separate species, C5H6 in total (wB97M-V/def2-TZVPD, OMol25).

CARTESIAN COORDINATES (ANGSTROEM)
C: 0.8031 0.7466 -1.0333
C: -0.0258 -0.3761 -1.1176
C: 0.3943 1.3389 0.3230
C: 0.3063 -0.1649 0.4338
C: -0.9502 -0.6426 0.0298
H: 1.5562 -1.2382 1.2962
H: -0.5777 1.5864 0.3194
H: 0.2966 -1.1274 -1.8302
H: 1.1417 1.7467 1.0818
H: -1.1412 -1.7931 0.1688
H: -1.8035 -0.0763 0.3283

The orbital gap is 7.51 eV. The HOMO energy comes out at -7.905 eV.

Arrangement x

# C5H6

The molecule C5H6 (wB97M-V/def2-TZVPD, OMol25).

CARTESIAN COORDINATES (ANGSTROEM)
C: -0.8653 0.8243 -0.0292
C: -1.0916 -0.6157 0.0087
C: 0.4268 1.1429 0.0094
C: 1.1780 -0.1337 -0.0194
C: 0.1252 -1.1833 -0.0096
H: 2.0298 -0.3117 -0.7265
H: 1.7547 -0.2668 0.9815
H: -2.0510 -1.0513 0.0482
H: -1.7366 1.4938 0.0351
H: 0.8509 2.1626 -0.0355
H: 0.5136 -2.2338 -0.0622

The orbital gap is 9.79 eV. The HOMO energy comes out at -8.586 eV. Its SMILES is C1=CCC=C1.

Arrangement y

# C5H6

A structure of composition C5H6 (wB97M-V/def2-TZVPD, OMol25).

CARTESIAN COORDINATES (ANGSTROEM)
C: 1.2292 0.1334 0.0376
C: -0.7301 1.2220 -0.0091
C: -0.8729 -1.1484 0.0649
C: 0.6311 -1.0227 -0.1398
C: -1.3737 0.0460 0.0571
H: -0.6324 1.5676 1.0020
H: -0.8931 2.0619 -0.7007
H: 1.1247 -1.9095 0.0965
H: 0.6443 0.9562 -0.2930
H: -1.4584 -2.1220 0.0146
H: 2.3313 0.2156 -0.1301

The orbital gap is 9.72 eV. The HOMO energy comes out at -8.707 eV.

Most stable: arrangement x

Arrangement w

# CBrFNO2

A cluster of 2 separate species, CBrFNO2 in total (wB97M-V/def2-TZVPD, OMol25).

CARTESIAN COORDINATES (ANGSTROEM)
Br: -0.0690 0.4649 -2.0365
F: 0.0867 -1.8350 -0.7772
O: -0.1516 -0.2728 1.9343
O: -0.4789 1.5823 0.5682
N: 0.8714 -0.5678 -0.8788
C: -0.2586 0.6285 1.1899

The orbital gap is 6.24 eV. The net charge is -1. The HOMO energy comes out at -2.405 eV.

Arrangement x

# CBrFNO2

The ion CBrFNO2 with charge -1 (wB97M-V/def2-TZVPD, OMol25).

CARTESIAN COORDINATES (ANGSTROEM)
Br: -1.4177 0.6842 1.8764
F: -0.8731 -1.5714 0.6410
O: 0.8874 -0.5051 -0.8153
O: 0.3878 1.5840 -0.1516
N: -1.0510 -0.1869 0.2798
C: 0.3326 0.3595 -0.2388

The orbital gap is 8.34 eV. The net charge is -1. The HOMO energy comes out at -4.837 eV. Its SMILES is O=C([O-])N(F)Br.

Most stable: arrangement x

Arrangement w

# C4H15NO2

A cluster of 3 separate species, C4H15NO2 in total (wB97M-V/def2-TZVPD, OMol25).

CARTESIAN COORDINATES (ANGSTROEM)
O: 2.6638 -3.4368 -4.2375
O: -2.7375 -1.1905 0.0791
N: -0.5372 1.1806 0.8102
C: 1.0048 -0.7932 0.6155
C: -0.1503 1.6355 2.1381
C: -1.4243 2.0552 0.0965
C: 0.5131 0.5205 0.0280
H: -2.0688 -0.4957 0.1456
H: -0.9400 1.3667 2.8530
H: 0.7624 1.1565 2.4659
H: -0.8408 2.9416 -0.1974
H: -1.7937 1.5889 -0.8048
H: -2.2578 -1.9812 -0.1923
H: -2.1688 2.4762 0.7538
H: 3.4091 -4.0142 -4.0422
H: 1.9119 -3.8834 -3.8294
H: 1.2925 1.2833 -0.0769
H: 0.2522 -1.5641 0.4607
H: 0.1162 0.3457 -0.9780
H: -0.0527 2.7179 2.1541
H: 1.8764 -1.1540 0.0746
H: 1.1697 -0.7554 1.6835

The orbital gap (spin up / spin down) is 10.72 / 6.06 eV. The net charge is +1. The HOMO energy (spin up / spin down) comes out at -13.682 / -13.682 eV. The multiplicity is 2.

Arrangement x

# C4H15NO2

A cluster of 3 separate species, C4H15NO2 in total (wB97M-V/def2-TZVPD, OMol25).

CARTESIAN COORDINATES (ANGSTROEM)
O: 0.8124 3.0480 -1.0098
O: 2.5283 0.6486 -1.9171
N: -1.5309 0.1102 -0.9960
C: 0.5555 -0.3523 2.1352
C: -1.8663 -0.7686 0.0057
C: 0.5867 -1.0811 0.7930
C: -0.7076 -1.7479 0.3910
H: 0.0615 -0.9244 2.9129
H: 2.4062 -0.2651 -2.2052
H: -0.6253 -2.4622 -0.4281
H: 0.0670 0.6254 2.0751
H: -2.3091 0.6317 -1.4043
H: -1.0940 -2.3425 1.2048
H: 1.6484 1.0415 -1.9605
H: -2.0469 -0.2796 0.9903
H: -2.7978 -1.2719 -0.2246
H: 1.2903 3.6401 -1.6017
H: 0.8824 -0.2676 0.1086
H: -0.6927 0.6923 -0.8847
H: 1.5764 -0.1804 2.4657
H: 1.3588 -1.8370 0.6357
H: -0.1033 3.3427 -1.0858

The orbital gap (spin up / spin down) is 10.88 / 5.85 eV. The net charge is +1. The HOMO energy (spin up / spin down) comes out at -14.439 / -14.438 eV. The multiplicity is 2.

Most stable: arrangement w